Entry 1:
# C31H43Cl2O2P3RuS

A structure of composition C31H43Cl2O2P3RuS in a non-equilibrium geometry (ωB97M-V with the def2-TZVPD basis set, the OMol25 dataset).

Cartesian coordinates (Å):
P: 1.291183 1.169027 -1.798664
C: 3.049282 1.372269 -2.041724
C: 3.620289 0.803249 -3.186089
H: 3.013669 0.149035 -3.814705
C: 4.925402 1.119546 -3.497590
H: 5.360625 0.698622 -4.392765
C: 5.670302 1.974011 -2.671786
H: 6.691407 2.219564 -2.939057
C: 5.092409 2.507603 -1.511295
H: 5.672545 3.167898 -0.871579
C: 3.780415 2.210538 -1.166685
H: 3.313372 2.608835 -0.268078
C: 0.670469 -0.240580 -2.686409
C: 1.270605 -1.505290 -2.474319
H: 2.154323 -1.590309 -1.837984
C: 0.730967 -2.606354 -3.112406
H: 1.170472 -3.596756 -2.932825
C: -0.340588 -2.465050 -3.997894
H: -0.741411 -3.333684 -4.523952
C: -0.884698 -1.199446 -4.238471
H: -1.693158 -1.069736 -4.958570
C: -0.404122 -0.083369 -3.578029
H: -0.799421 0.910748 -3.768294
C: 0.364292 2.670294 -2.118475
C: 0.678986 3.317006 -3.307827
H: 1.468558 2.896281 -3.940803
C: -0.013199 4.452253 -3.659750
H: 0.226518 4.939125 -4.601217
C: -1.007974 4.966509 -2.818025
H: -1.552669 5.858400 -3.116933
C: -1.294254 4.335522 -1.603073
H: -2.063045 4.734237 -0.948516
C: -0.605869 3.182942 -1.214775
H: -0.782897 2.716314 -0.249724
Ru: 0.275139 -0.265277 2.293411
C: -1.641332 -1.296979 2.091870
C: -2.154475 -1.437420 0.867038
H: -2.169598 -1.660339 2.969307
C: -1.398142 -0.750135 -0.265291
O: -2.195142 0.361424 -0.779419
H: -1.642340 0.975481 -1.305344
C: -0.254478 -0.244322 0.405537
H: -1.041516 -1.416017 -1.053308
C: 0.804314 0.469315 0.647041
Cl: -0.301358 -1.068478 4.573926
Cl: 2.221121 0.616358 3.280264
P: 1.377360 -2.267768 2.394930
C: 2.277717 -2.715667 3.927413
H: 1.556031 -3.041162 4.684710
H: 2.796315 -1.822432 4.290568
H: 3.001442 -3.512140 3.711040
C: 0.397652 -3.766818 2.036647
H: -0.102353 -3.656876 1.066151
H: -0.362237 -3.887699 2.817664
H: 1.052387 -4.649425 2.013872
C: 2.681725 -2.271765 1.124396
H: 3.199395 -1.307128 1.150484
H: 2.234085 -2.423318 0.135753
H: 3.391083 -3.081393 1.339093
P: -3.742760 -2.163509 0.389951
C: -4.311462 -3.181309 1.719007
C: -3.403761 -3.112971 -1.092882
H: -4.470489 -2.577218 2.622434
H: -3.586120 -3.975955 1.941375
H: -5.263638 -3.637764 1.412874
H: -3.039922 -2.458780 -1.897205
H: -4.333782 -3.604372 -1.406163
H: -2.640942 -3.874549 -0.877861
C: -4.843089 -0.804474 0.039601
H: -4.985625 -0.213515 0.952879
H: -5.806794 -1.204481 -0.305323
H: -4.380215 -0.165166 -0.723209
H: 1.734924 1.133591 1.181097
C: 0.134699 2.150444 5.299116
S: -0.359867 2.715457 3.653775
C: -1.930454 3.427368 4.161561
O: -0.848606 1.513738 2.814747
H: -0.571967 1.393620 5.653385
H: 0.148127 3.043036 5.942452
H: 1.135707 1.720257 5.201257
H: -1.728364 4.213532 4.900899
H: -2.388016 3.859722 3.267914
H: -2.553143 2.634019 4.578852

Atomic forces in eV per Å
P 0.555 0.102 0.407
C -0.308 0.275 0.262
C -0.288 0.114 0.282
H 0.334 0.221 0.051
C 0.559 0.172 0.116
H 0.137 0.045 -0.006
C -0.666 -0.219 0.010
H -0.086 0.000 0.073
C 0.165 0.033 0.054
H -0.052 -0.146 -0.116
C -0.153 -0.503 -0.837
H 0.152 0.039 -0.178
C 0.172 -0.041 -0.299
C -0.322 0.690 -0.061
H -0.331 -0.016 -0.144
C 0.231 -0.647 -0.014
H -0.209 0.463 -0.172
C -0.144 0.268 -0.017
H 0.158 0.256 0.186
C -0.369 -0.314 -0.281
H 0.202 -0.156 0.162
C 0.585 -0.140 0.423
H -0.086 -0.190 -0.009
C -0.280 -0.132 0.873
C 0.221 -0.348 -0.115
H -0.337 0.320 0.094
C -0.349 0.623 -0.162
H -0.118 0.035 0.181
C 0.239 -0.391 -0.012
H 0.090 -0.158 0.112
C 0.067 -0.162 0.029
H 0.129 0.038 -0.087
C 0.569 0.131 -1.070
H -0.033 0.009 -0.112
Ru -4.907 -1.935 5.814
C 0.627 0.528 -0.565
C -0.509 0.286 -1.151
H 0.371 -0.008 0.053
C -1.355 0.346 -0.529
O 0.328 -0.609 -0.196
H -0.274 -0.575 0.297
C 3.530 2.126 0.250
H -0.408 -0.159 -0.336
C 2.174 2.566 -2.440
Cl -0.107 0.188 0.578
Cl 0.892 0.564 -0.631
P 1.740 -3.271 0.839
C 0.006 -0.058 -0.196
H 0.245 0.085 -0.218
H -0.082 -0.256 -0.008
H -0.149 0.145 0.076
C 0.137 -0.147 -0.136
H 0.095 -0.066 0.157
H 0.187 0.021 -0.119
H -0.227 0.163 0.006
C 0.124 -0.242 -0.084
H 0.025 -0.192 -0.027
H 0.114 0.020 0.176
H -0.085 0.205 -0.214
P 1.466 0.796 0.289
C -0.483 -0.495 0.266
C -0.248 -0.287 -0.116
H 0.009 -0.124 -0.267
H -0.166 0.235 -0.118
H 0.187 0.052 0.241
H -0.183 -0.103 0.247
H 0.257 0.039 -0.095
H -0.247 0.181 -0.016
C -0.522 -0.061 -0.128
H 0.012 -0.174 -0.179
H 0.161 0.237 0.063
H -0.178 -0.257 0.203
H -2.210 -1.475 -2.193
C 0.101 -0.006 -0.125
S -0.730 -0.136 0.481
C 0.225 0.416 -0.082
O -0.128 1.260 0.630
H 0.122 0.218 -0.063
H 0.013 -0.273 -0.232
H -0.353 0.147 0.219
H -0.148 -0.184 -0.210
H 0.004 -0.070 0.199
H 0.120 0.068 -0.035

Results
* orbital gap (alpha / beta): 5.471 / 6.524 eV
* multiplicity: 5
* charge: +2

Mulliken atomic charge list, values in e, 5 entries: atom 1 (P): 0.84, atom 2 (C): 0.96, atom 3 (C): 0.03, atom 4 (H): 0.39, atom 5 (C): -0.73



Entry 2:
# C31H43Cl3N2P2S5SiYb

A structure of composition C31H43Cl3N2P2S5SiYb in a non-equilibrium geometry (ωB97M-V with the def2-TZVPD basis set, the OMol25 dataset).

Cartesian coordinates (Å):
Yb: -0.341525 -2.077854 -0.463364
C: 2.478093 -1.066088 1.799883
C: 2.026478 -2.380097 1.650718
C: 2.030931 -2.703311 0.256065
C: 2.568290 -1.551464 -0.434176
C: 2.811948 -0.554992 0.525435
C: 3.388416 0.816219 0.310408
C: 3.191507 -1.621075 -1.807071
C: 2.240157 -4.116924 -0.263345
C: 1.778808 -3.339471 2.780964
C: 2.749466 -0.357910 3.097726
H: 2.617645 1.594469 0.355169
H: 3.889601 0.899869 -0.653806
H: 4.123488 1.041395 1.087667
H: 2.490656 -1.888729 -2.595592
H: 3.982137 -2.379246 -1.811908
H: 3.654080 -0.671452 -2.075667
H: 2.128982 -4.164184 -1.345752
H: 1.548942 -4.831758 0.177432
H: 3.255766 -4.451142 -0.012455
H: 1.550315 -4.339101 2.411433
H: 0.950068 -3.033621 3.428393
H: 2.674299 -3.408520 3.406187
H: 2.414577 0.681893 3.072191
H: 3.826264 -0.347163 3.301269
H: 2.260809 -0.858684 3.934102
S: -3.843833 -5.537926 -6.169124
C: -3.098089 -4.633004 -5.013697
S: -1.382750 -4.455411 -4.904484
C: -1.332098 -3.365700 -3.526726
C: -2.528221 -3.039474 -2.992481
S: -2.817471 -2.009033 -1.632583
S: -3.929687 -3.765366 -3.771091
S: 0.229552 -2.816689 -3.019771
C: -3.492686 0.310273 0.858736
P: -1.709876 0.122774 1.272225
C: -1.063127 1.797935 0.796633
N: -1.032351 2.748401 1.696521
C: -0.501614 3.950665 1.382525
C: -0.465264 4.985650 2.340109
C: 0.100272 6.187820 2.012213
C: 0.653625 6.399805 0.733875
C: 0.628260 5.411856 -0.212674
C: 0.034995 4.170705 0.096682
N: -0.022974 3.194211 -0.835348
C: -0.553412 2.034560 -0.525608
P: -0.592108 0.727578 -1.842644
C: -2.241535 1.128046 -2.563875
C: 0.499019 1.422207 -3.233569
C: 0.552243 0.347981 -4.321842
C: -0.016707 2.709854 -3.886728
C: 1.913056 1.614662 -2.676309
C: -1.784836 0.067622 3.170343
C: -2.519744 -1.222054 3.543706
C: -2.499779 1.202425 3.913469
C: -0.327655 -0.024204 3.630627
H: -3.928211 1.132898 1.424069
H: -3.990172 -0.630525 1.096350
H: -3.622306 0.493899 -0.203284
H: -0.883928 4.805821 3.321965
H: 0.127197 6.990923 2.737691
H: 1.107538 7.355658 0.504823
H: 1.054886 5.555228 -1.197133
H: -2.420387 2.203479 -2.535817
H: -3.034350 0.590493 -2.060432
H: -2.237788 0.778373 -3.595599
H: -0.440018 0.101553 -4.706020
H: 0.996923 -0.571378 -3.954237
H: 1.153809 0.715405 -5.158551
H: -0.924425 2.533058 -4.464678
H: 0.749370 3.065371 -4.583035
H: -0.203119 3.494237 -3.160824
H: 2.186433 0.758000 -2.059385
H: 1.979639 2.514400 -2.070191
H: 2.631677 1.692349 -3.497060
H: -3.594727 -1.135599 3.377639
H: -2.358276 -1.421045 4.605968
H: -2.160512 -2.081853 2.983557
H: -3.519616 1.349881 3.553885
H: -1.963953 2.135431 3.833602
H: -2.562816 0.913893 4.967497
H: 0.179104 -0.863301 3.148269
H: -0.285468 -0.160916 4.714741
H: 0.211444 0.891891 3.381415
Cl: -1.061477 -4.724629 -0.503661
Si: -1.472799 -3.807093 1.517014
Cl: -1.271932 -5.522912 2.712140
Cl: -3.587164 -3.710258 1.418284

Atomic forces in eV per Å
Yb 0.553 0.536 -0.688
C -0.130 0.012 0.084
C -0.304 0.013 -0.077
C 0.435 -0.180 -0.140
C -0.180 -0.259 -0.048
C -0.237 0.118 -0.155
C -0.035 -0.149 0.087
C -0.039 0.006 0.189
C 0.214 0.193 0.196
C 0.005 0.130 -0.119
C 0.079 -0.092 -0.193
H 0.059 0.063 -0.021
H 0.002 0.046 0.018
H 0.005 0.048 -0.013
H 0.053 0.020 -0.085
H 0.001 -0.001 -0.034
H 0.022 -0.045 -0.044
H -0.074 -0.081 0.000
H 0.005 -0.059 -0.042
H 0.012 -0.005 -0.062
H -0.010 0.000 0.034
H 0.014 -0.035 0.031
H -0.035 -0.073 0.049
H 0.026 -0.009 0.077
H -0.012 0.038 0.060
H 0.041 0.056 0.024
S -0.147 -0.132 -0.162
C 0.154 0.165 0.218
S -0.247 0.122 0.153
C -0.249 -0.128 -0.186
C -0.019 -0.249 -0.276
S 0.049 0.223 0.468
S 0.284 -0.045 -0.080
S 0.179 0.077 0.393
C 0.200 -0.035 -0.018
P -0.405 0.008 0.308
C 0.086 0.085 0.305
N -0.220 -0.348 0.219
C 0.178 0.067 -0.345
C 0.067 0.219 0.085
C -0.138 -0.100 0.189
C 0.100 -0.058 -0.260
C 0.055 0.232 0.065
C -0.158 -0.114 0.347
N -0.055 -0.214 -0.063
C 0.301 0.315 -0.326
P 0.006 0.257 -0.331
C 0.065 0.019 0.117
C 0.113 0.035 0.097
C -0.008 -0.080 0.064
C 0.012 0.002 0.104
C -0.196 -0.034 0.044
C 0.272 0.000 -0.043
C -0.024 0.025 -0.061
C -0.009 -0.112 -0.229
C -0.195 0.065 -0.119
H -0.038 0.001 0.015
H -0.027 0.008 -0.022
H -0.009 -0.026 -0.017
H -0.011 -0.044 -0.020
H 0.003 -0.028 0.021
H -0.008 -0.007 -0.008
H -0.033 -0.035 -0.012
H 0.043 -0.002 -0.072
H -0.025 -0.043 0.014
H -0.037 -0.027 -0.009
H 0.014 -0.059 -0.014
H 0.000 -0.033 -0.058
H -0.020 0.088 0.020
H 0.004 -0.011 0.000
H -0.001 -0.036 -0.017
H -0.007 0.067 0.011
H 0.031 0.080 -0.069
H 0.036 0.032 0.045
H -0.020 -0.020 -0.026
H 0.015 -0.059 -0.032
H 0.006 0.020 0.019
H 0.003 0.149 0.160
H -0.005 0.004 0.011
H 0.082 0.214 -0.008
H -0.004 0.010 -0.026
H -0.035 0.046 0.038
H -0.005 -0.010 0.010
H 0.009 -0.043 0.032
Cl -0.085 -0.066 0.519
Si -0.453 -0.702 -0.592
Cl 0.190 0.090 0.138
Cl -0.136 -0.120 0.141

Results
* orbital gap (alpha / beta): 5.077 / 5.091 eV
* multiplicity: 2
* charge: -1

Mulliken atomic charge list, values in e, 5 entries: atom 1 (Yb): 0.12, atom 2 (C): 1.08, atom 3 (C): 1.11, atom 4 (C): 1.15, atom 5 (C): 1.04



What energy above the lowest of the compared OMol25 structures with the same formula, charge and spin values result from the calculations? In sequence: 0.00, 41.27 kcal/mol.
What molecular weight values result from the calculations? In sequence: 744.65, 973.47 g mol⁻¹.